{"formula": "C36H51IN8O10P2Tl", "method": "the ωB97M-V functional and the def2-TZVPD basis", "charge": -1, "fmax_ev_per_a": 3.4, "homo_energy_ev": [-4.30, -4.30], "relative_energy_kcal_mol": 55.0, "energy_ev": -101928.405, "lumo_ev": [1.864, -0.787], "symbols": ["Tl", "C", "C", "C", "C", "C", "C", "C", "C", "C", "C", "C", "C", "N", "C", "O", "C", "C", "C", "C", "C", "N", "C", "O", "N", "C", "C", "C", "C", "C", "C", "C", "C", "C", "C", "C", "C", "H", "H", "H", "H", "H", "H", "H", "H", "H", "H", "H", "H", "H", "H", "H", "H", "H", "H", "H", "H", "H", "H", "H", "H", "H", "H", "H", "H", "H", "H", "H", "H", "H", "H", "H", "H", "H", "C", "C", "O", "P", "O", "O", "O", "P", "O", "O", "O", "H", "H", "H", "H", "H", "H", "H", "N", "N", "H", "H", "H", "H", "I", "C", "C", "N", "N", "C", "H", "H", "H", "O", "N"], "xyz": [[-14.1623, -10.4631, -6.0840], [-12.9755, -14.5667, -1.3287], [-12.6478, -13.4653, -2.3605], [-11.9439, -12.3290, -1.5902], [-11.8069, -13.9495, -3.5002], [-10.4604, -14.1699, -3.3752], [-9.6678, -14.6208, -4.4331], [-10.2723, -14.9173, -5.6602], [-11.5809, -14.5847, -5.8575], [-12.1679, -14.6904, -7.3021], [-12.2970, -16.1396, -7.7709], [-11.4419, -13.8331, -8.2871], [-12.4461, -14.2997, -4.7430], [-13.7821, -14.2887, -4.9226], [-14.6463, -15.2336, -4.4385], [-14.3279, -16.2125, -3.7071], [-16.0985, -15.1183, -4.8575], [-16.9593, -15.7371, -3.8733], [-18.2527, -15.6798, -4.2053], [-18.4545, -15.0436, -5.5059], [-17.7321, -13.7265, -5.4935], [-16.4897, -13.7187, -5.1331], [-18.6611, -12.5597, -5.5248], [-19.8770, -12.8342, -5.3635], [-18.1159, -11.3203, -5.6121], [-18.8969, -10.2292, -5.8297], [-19.7493, -10.1635, -7.0036], [-20.6910, -9.1602, -7.0664], [-20.8162, -8.2556, -6.0482], [-20.0015, -8.2635, -4.9235], [-18.9580, -9.2346, -4.8176], [-18.0833, -9.3395, -3.6193], [-17.9498, -8.0682, -2.7471], [-18.4065, -10.4719, -2.5929], [-19.5068, -10.9777, -8.2870], [-20.7387, -11.7540, -8.8835], [-18.9854, -10.0120, -9.3782], [-13.6824, -14.2602, -0.5679], [-13.3482, -15.4639, -1.7948], [-12.0216, -14.7769, -0.7744], [-13.6042, -13.1162, -2.7625], [-10.9588, -12.6408, -1.2065], [-11.8263, -11.4364, -2.2759], [-12.5508, -11.9454, -0.7834], [-9.9702, -13.9727, -2.4396], [-8.6621, -14.9335, -4.1935], [-9.7173, -15.4025, -6.4357], [-13.1994, -14.2754, -7.2898], [-11.4422, -16.7083, -7.3893], [-13.1774, -16.6486, -7.3031], [-12.4107, -16.1794, -8.8470], [-10.3970, -14.0969, -8.4083], [-11.9912, -13.8525, -9.2149], [-11.4875, -12.7469, -8.0372], [-16.5801, -16.1742, -2.9388], [-19.1265, -16.2497, -3.7499], [-19.4618, -15.0886, -5.8696], [-21.3382, -9.0955, -7.9585], [-21.6157, -7.5518, -6.1584], [-20.1375, -7.5816, -4.0898], [-17.1318, -9.6009, -4.1092], [-18.8438, -7.8489, -2.1517], [-17.1282, -8.1857, -1.9910], [-17.7715, -7.2014, -3.4266], [-19.4029, -10.3303, -2.1115], [-18.3315, -11.4187, -3.1203], [-17.6449, -10.3210, -1.8409], [-18.7197, -11.6958, -8.0143], [-21.4633, -11.0217, -9.2843], [-20.3706, -12.3813, -9.7155], [-21.2634, -12.3497, -8.1502], [-19.5620, -9.1054, -9.4270], [-17.9339, -9.6777, -9.1488], [-18.9986, -10.3758, -10.4140], [-13.2333, -6.4168, -10.2419], [-13.2818, -7.7650, -9.5496], [-14.1493, -8.6648, -10.2100], [-11.6089, -8.5142, -9.4262], [-11.0952, -8.7112, -10.9287], [-10.6444, -7.4331, -8.8671], [-11.7200, -9.8256, -8.7169], [-13.6810, -7.3401, -7.7172], [-14.4969, -5.9591, -7.8373], [-12.3311, -7.0494, -6.9795], [-14.6512, -8.3954, -7.2442], [-12.8168, -6.5343, -11.2396], [-12.5736, -5.7137, -9.6936], [-14.2629, -6.0170, -10.3446], [-14.7646, -9.1091, -9.5508], [-11.6076, -9.4746, -11.3091], [-11.0532, -7.1132, -7.9961], [-15.1486, -5.6624, -7.1485], [-10.6721, -10.1440, -6.1901], [-11.6422, -9.4286, -5.4268], [-10.9534, -10.1177, -7.2681], [-10.5671, -11.0826, -5.8253], [-11.7279, -8.4155, -5.7332], [-11.4738, -9.5368, -4.4469], [-14.5096, -14.8230, -13.5123], [-15.2831, -14.3618, -11.6560], [-15.6492, -15.2068, -10.6405], [-15.8576, -14.4462, -9.5407], [-15.7048, -13.1271, -9.7865], [-15.2465, -13.0606, -11.0402], [-15.6311, -16.3105, -10.6241], [-16.1656, -14.7958, -8.6388], [-15.0298, -12.1366, -11.5116], [-17.5867, -15.7872, -6.4742], [-16.2801, -15.7763, -6.1608]], "forces_ev_per_angstrom": [[0.044, -0.299, 0.016], [1.483, -0.192, 0.280], [-0.376, 0.254, 1.231], [0.085, 1.103, -1.485], [-0.758, -0.709, -0.082], [0.484, 0.464, -0.180], [-0.846, -1.151, 0.249], [0.695, 0.574, 0.904], [-1.807, -0.445, -1.758], [-1.396, 0.137, 1.359], [-0.470, -0.553, 1.317], [0.317, 1.604, 0.064], [0.347, 1.176, 0.048], [0.370, -1.881, -0.137], [0.781, -0.860, 1.423], [-0.037, 1.971, -1.823], [1.282, 1.315, -0.592], [-1.994, -0.807, 1.932], [-0.825, -1.740, 1.054], [1.032, -0.333, -0.606], [0.694, 0.929, 1.511], [-1.727, -0.023, -0.514], [-0.329, 3.388, -0.307], [0.588, -0.317, -0.219], [1.171, -2.729, -0.390], [-1.674, -0.169, -0.239], [0.676, 0.346, 0.087], [0.199, -0.595, -0.724], [-0.552, 0.813, 0.827], [1.289, -1.085, -0.266], [-2.528, 0.605, -0.806], [0.253, -0.204, 1.113], [0.626, 0.484, -0.761], [-0.435, 0.729, -0.990], [-0.180, -0.415, 0.103], [0.704, 0.944, 0.061], [1.449, 0.134, 0.158], [-0.272, 0.415, -0.029], [0.002, -0.316, -0.152], [-0.724, -0.172, -0.438], [0.192, 0.168, -0.039], [-0.436, 0.211, -0.102], [0.255, -0.904, 0.628], [-0.213, -0.222, 0.411], [0.060, 0.061, 0.282], [0.248, 0.236, -0.307], [0.336, 0.113, -0.487], [0.535, -0.260, 0.382], [0.118, -0.107, -0.622], [0.508, 0.559, -0.359], [0.183, -0.184, -0.211], [0.186, -0.137, -0.286], [0.112, -0.373, -0.631], [0.186, -0.667, 0.243], [-0.034, 0.055, -0.826], [1.440, 1.113, -0.231], [-0.130, 0.358, -0.397], [0.300, 0.065, 0.559], [-0.298, 0.558, 0.286], [-0.119, 0.145, -0.264], [0.261, 0.073, 0.700], [-0.077, -0.173, -0.269], [-0.496, 0.181, -0.880], [0.101, -0.323, 0.754], [0.599, -0.135, -0.510], [-0.081, -0.234, 0.428], [0.198, -0.620, 0.448], [-0.204, 0.057, -0.385], [0.249, -0.294, 0.020], [-0.295, 0.196, 0.345], [0.062, -0.268, 0.265], [-0.463, 0.429, 0.246], [-0.904, -0.375, -0.177], [0.095, -0.520, 0.318], [-0.113, 0.452, -0.602], [0.384, 0.929, 1.662], [-0.995, -0.529, 1.142], [-0.880, -1.291, -0.132], [-0.641, -0.757, -0.415], [0.387, 0.268, 0.130], [0.001, 0.601, -0.433], [0.958, 0.189, 0.418], [-0.679, 0.789, 0.521], [-2.307, -0.615, -1.189], [0.522, -0.003, 0.219], [0.042, -0.003, -0.207], [-0.565, -0.324, -0.263], [0.702, -0.112, 0.208], [1.170, 0.821, -0.847], [0.748, 0.961, 0.435], [-0.049, -0.135, -0.230], [1.093, -0.998, -0.867], [0.765, 0.417, -2.384], [-1.876, 0.973, -0.770], [0.402, -0.373, 2.927], [-0.382, -0.036, -0.206], [0.557, -1.583, 0.533], [0.441, 0.321, 0.377], [-0.160, -0.072, 0.053], [0.672, 1.162, 0.791], [0.443, -1.007, 0.068], [-0.367, -0.029, -0.582], [0.944, -0.344, -0.352], [-1.364, -1.643, 0.352], [-0.293, 0.908, 0.121], [0.031, 0.358, -0.041], [0.148, 0.677, -0.153], [0.285, -0.382, -0.300], [-0.141, -0.763, -0.556]]}


{"formula": "C36H51N12Tl", "method": "the ωB97M-V functional and the def2-TZVPD basis", "charge": -2, "fmax_ev_per_a": 0.5, "homo_energy_ev": 0.49, "relative_energy_kcal_mol": 0.0, "energy_ev": -60730.886, "lumo_ev": 4.077, "symbols": ["Tl", "C", "C", "C", "C", "C", "N", "C", "C", "C", "C", "C", "C", "C", "N", "C", "C", "C", "N", "C", "C", "N", "C", "C", "C", "N", "H", "H", "H", "H", "H", "H", "H", "H", "H", "H", "H", "H", "H", "H", "H", "H", "H", "H", "C", "N", "C", "C", "N", "C", "C", "N", "C", "C", "N", "C", "N", "C", "C", "C", "N", "C", "H", "H", "H", "H", "H", "H", "H", "H", "H", "H", "H", "H", "H", "H", "H", "H", "H", "H", "H", "H", "H", "H", "H", "H", "C", "C", "C", "C", "N", "H", "H", "H", "H", "H", "H", "H", "H", "H"], "xyz": [[-0.2347, -0.0450, -0.9940], [5.3320, -3.0509, -4.9775], [4.7614, -2.1927, -3.8791], [5.0227, -0.8272, -3.7948], [4.4639, -0.0277, -2.8188], [3.5682, -0.5223, -1.8219], [2.9635, 0.2241, -0.8943], [3.4958, 1.4680, -0.6097], [4.8143, 1.5982, -0.1394], [5.4019, 2.8224, 0.1499], [4.6804, 3.9988, 0.0066], [5.2724, 5.3383, 0.3665], [3.3605, 3.8893, -0.4245], [2.7602, 2.6708, -0.7519], [1.4577, 2.6762, -1.2640], [0.9839, 3.7011, -2.0374], [-0.3408, 3.8556, -1.9163], [-0.8605, 2.7967, -0.9585], [0.3808, 2.1769, -0.4247], [3.3296, -1.9325, -1.9332], [3.9066, -2.7161, -2.9138], [2.4914, -2.5911, -0.9849], [2.3908, -2.3177, 0.3296], [1.5199, -3.2356, 0.8706], [1.1508, -4.0391, -0.2212], [1.7455, -3.6533, -1.3413], [6.2922, -2.6623, -5.3278], [4.6704, -3.1075, -5.8506], [5.4974, -4.0767, -4.6369], [5.6811, -0.3663, -4.5289], [4.6867, 1.0323, -2.8125], [5.3942, 0.6859, -0.0455], [6.4344, 2.8562, 0.4896], [6.3531, 5.3498, 0.2016], [5.1014, 5.5925, 1.4181], [4.8343, 6.1392, -0.2335], [2.7497, 4.7821, -0.5100], [1.6824, 4.2486, -2.6579], [-0.9379, 4.5527, -2.4865], [-1.4016, 3.2908, -0.1213], [3.6610, -3.7724, -2.9091], [2.9027, -1.4655, 0.7366], [1.1624, -3.2818, 1.8856], [0.4577, -4.8671, -0.2436], [-1.5723, -0.1357, 5.7906], [-0.4769, -0.5661, 4.9456], [0.8233, -0.4992, 5.6020], [1.7836, -0.3766, 4.4295], [0.9860, 0.3915, 3.5080], [1.4965, 0.7355, 2.1880], [-0.3358, 0.0248, 3.6529], [-1.1803, 0.1657, 2.7268], [-2.5742, -0.1646, 2.8646], [-3.2396, -0.2042, 1.4920], [-2.9767, -1.4446, 0.7891], [-3.8857, -2.2572, 0.4803], [-3.6394, -3.3696, -0.3393], [-2.4960, -3.2887, -1.2299], [-4.8997, -3.7719, -0.9195], [-5.8685, -3.4478, 0.2037], [-5.2651, -2.2723, 0.8162], [-5.6300, -2.0340, 2.2048], [-1.4658, -0.6168, 6.7649], [-2.5341, -0.4248, 5.3779], [-1.5727, 0.9536, 5.9464], [0.9946, -1.3806, 6.2234], [0.8964, 0.3991, 6.2340], [2.0556, -1.3650, 4.0285], [2.7029, 0.1490, 4.6927], [2.5242, 1.0913, 2.2882], [0.9058, 1.5287, 1.7306], [1.4762, -0.1202, 1.5083], [-3.0976, 0.5905, 3.4678], [-2.7264, -1.1387, 3.3556], [-2.8021, 0.6023, 0.8935], [-4.3096, 0.0131, 1.5879], [-1.6218, -2.9477, -0.6819], [-2.6652, -2.5665, -2.0379], [-2.3019, -4.2739, -1.6571], [-4.9030, -4.8307, -1.1847], [-5.1355, -3.1865, -1.8222], [-5.9180, -4.2832, 0.9171], [-6.8783, -3.2378, -0.1559], [-6.4996, -2.6463, 2.4509], [-5.8940, -0.9936, 2.3904], [-4.8145, -2.3032, 2.8838], [-3.7681, 0.7145, -2.1176], [-2.9190, 1.9932, -2.1694], [-2.7242, 2.3359, -3.6670], [-3.7282, 3.1282, -1.5119], [-1.6830, 1.7103, -1.4871], [-4.6565, 0.7821, -2.7581], [-4.0849, 0.5053, -1.0936], [-3.1549, -0.1272, -2.4534], [-3.6834, 2.5305, -4.1699], [-2.2326, 1.4936, -4.1598], [-2.0808, 3.2059, -3.7894], [-4.7129, 3.2414, -1.9825], [-3.2042, 4.0843, -1.5876], [-3.8710, 2.9092, -0.4498]], "forces_ev_per_angstrom": [[0.112, -0.217, -0.162], [-0.018, -0.020, -0.012], [-0.029, -0.062, 0.018], [0.010, 0.092, -0.006], [0.042, 0.022, -0.029], [0.011, -0.126, -0.044], [0.094, 0.066, 0.102], [0.015, 0.002, -0.072], [-0.033, -0.038, -0.002], [0.000, -0.054, -0.004], [-0.071, 0.037, 0.010], [0.012, 0.005, -0.006], [-0.009, -0.051, 0.031], [0.045, 0.227, 0.099], [-0.131, -0.342, -0.287], [0.082, 0.047, 0.082], [0.043, 0.055, -0.041], [0.006, -0.127, 0.189], [-0.078, 0.305, 0.168], [0.032, 0.047, 0.008], [0.007, 0.006, -0.051], [0.050, -0.049, -0.030], [-0.081, 0.028, 0.019], [0.003, -0.067, 0.011], [-0.017, -0.028, 0.011], [-0.052, 0.034, 0.087], [0.001, 0.013, 0.008], [0.005, 0.002, 0.008], [-0.005, 0.003, 0.006], [0.000, -0.003, 0.003], [-0.009, -0.013, 0.007], [0.016, -0.008, -0.001], [-0.002, 0.000, -0.004], [-0.003, -0.005, 0.004], [-0.009, -0.008, -0.003], [-0.005, -0.011, -0.002], [-0.007, 0.030, -0.013], [-0.014, -0.006, -0.049], [-0.008, 0.008, -0.001], [-0.046, -0.004, -0.002], [0.014, 0.001, -0.021], [0.027, 0.002, -0.005], [-0.002, 0.009, 0.003], [0.017, -0.003, -0.014], [0.008, 0.029, -0.024], [-0.035, -0.077, -0.011], [0.001, 0.041, -0.033], [0.073, 0.016, 0.047], [0.057, 0.120, -0.027], [0.058, -0.026, 0.097], [0.091, -0.171, 0.127], [-0.156, 0.278, -0.058], [-0.011, -0.135, 0.007], [-0.032, -0.069, -0.105], [-0.020, 0.154, 0.127], [0.054, -0.070, -0.033], [-0.026, 0.011, -0.003], [0.041, 0.030, 0.002], [-0.022, 0.005, -0.010], [-0.004, 0.023, 0.010], [-0.031, -0.006, 0.017], [-0.011, 0.013, -0.025], [-0.003, -0.015, 0.002], [0.008, 0.016, -0.005], [0.011, -0.001, 0.016], [0.017, -0.006, 0.002], [-0.020, 0.000, 0.005], [-0.027, -0.017, -0.031], [0.007, -0.002, -0.015], [-0.004, -0.048, 0.024], [-0.044, -0.055, -0.034], [-0.018, 0.028, 0.000], [0.004, 0.048, -0.008], [0.018, -0.004, 0.012], [0.025, -0.008, -0.015], [-0.011, 0.001, 0.006], [0.007, -0.013, 0.016], [-0.015, -0.013, -0.012], [-0.001, -0.007, 0.006], [0.013, -0.009, -0.009], [0.011, 0.011, 0.004], [0.017, -0.006, 0.006], [-0.013, -0.001, 0.012], [-0.001, -0.014, -0.001], [-0.011, 0.002, 0.001], [0.002, 0.000, 0.000], [0.038, -0.028, 0.016], [0.012, -0.044, 0.122], [-0.016, 0.008, -0.049], [-0.013, 0.029, 0.023], [-0.031, 0.153, -0.212], [-0.005, 0.021, 0.000], [0.007, -0.003, -0.004], [-0.023, 0.009, -0.008], [0.015, -0.001, 0.003], [0.000, 0.004, 0.010], [0.002, 0.015, 0.017], [-0.002, -0.008, -0.013], [0.000, -0.010, 0.001], [-0.005, 0.001, -0.008]]}